(1)
{"formula": "C16H18N4O2S", "method": "ωB97M-V/def2-TZVPD", "e_lumo_ev": 0.52, "total_energy_ha": -1388.215713, "smiles": "CCOC(=O)CSc1nnc(-c2c[nH]c3ccccc23)n1CC", "e_above_lowest_kj_mol": 127.5, "e_homo_ev": -7.6789, "molar_mass_g_mol": 330.41, "elements": ["H", "O", "C", "H", "N", "C", "H", "H", "C", "H", "N", "C", "H", "H", "H", "H", "C", "H", "H", "C", "H", "H", "C", "C", "C", "N", "N", "H", "C", "C", "S", "C", "C", "C", "O", "C", "H", "H", "H", "H", "C"], "positions_angstrom": [[-3.2562, -0.6438, -1.9429], [-3.0278, 1.2013, -1.1810], [1.3964, -2.4321, 1.5200], [4.9743, -4.2777, 0.6128], [0.0523, 1.5253, -0.6164], [-1.9359, -1.0345, 2.2621], [-2.7219, -0.4807, 1.7545], [-1.6785, -1.9010, 1.6565], [0.8089, -0.2172, 0.4050], [5.4831, -0.8950, -1.9613], [2.4487, -3.2988, 1.4654], [-5.2166, 0.2517, -1.6680], [-3.6377, 0.6858, -3.0794], [-2.6845, 4.2495, -0.2822], [-5.6828, 1.2255, -1.7969], [0.5506, -2.6648, 2.1376], [5.3462, -2.6275, -0.7145], [-1.0091, 0.7553, 3.0285], [-2.3110, -1.3717, 3.2244], [3.6582, -0.8974, -0.8640], [-1.2204, 3.4829, -0.9664], [3.2782, 0.0260, -1.2698], [4.6123, -3.3451, 0.2053], [-3.7461, 0.3262, -2.0515], [-0.6190, 1.3893, 0.4939], [-0.1886, 0.3043, 1.1997], [0.9402, 0.5255, -0.6675], [0.0748, -0.6535, 3.0045], [-0.7190, -0.1349, 2.4614], [3.3841, -2.8218, 0.5888], [-1.8911, 2.4364, 1.0530], [1.6232, -1.3676, 0.6831], [-2.1949, 3.3032, -0.5070], [-3.0405, 2.4972, -1.4716], [-3.6259, 2.9918, -2.3972], [2.8987, -1.6044, 0.0649], [6.3059, -3.0038, -1.0371], [2.5156, -4.1617, 1.9780], [-5.7226, -0.4675, -2.3055], [-5.3223, -0.0562, -0.6302], [4.8745, -1.4215, -1.2412]]}

=====

(2)
{"formula": "H4NO2PS", "method": "ωB97M-V/def2-TZVPD", "e_lumo_ev": [-1.79, -0.72], "total_energy_ha": -947.007330, "e_above_lowest_kj_mol": 685.0, "e_homo_ev": [-10.4587, -9.5276], "molar_mass_g_mol": 113.08, "elements": ["O", "H", "S", "N", "P", "H", "H", "H", "O"], "positions_angstrom": [[0.8964, 0.2209, 1.3765], [-1.7128, 0.5878, 0.9155], [0.5216, -0.2593, 0.0757], [0.6979, 1.0211, -1.0188], [-1.6414, -0.3511, -0.1181], [1.1805, 0.7341, -1.8552], [1.1263, 1.8280, -0.5989], [-2.2334, -2.3666, 1.6974], [1.1649, -1.4150, -0.4741]]}

=====

(3)
{"formula": "C19H11BrN2O6SSe2Te2Ti", "method": "ωB97M-V/def2-TZVPD", "charge": -2, "e_lumo_ev": 3.64, "total_energy_ha": -10452.542910, "e_above_lowest_kj_mol": 0.0, "e_homo_ev": -1.3908, "molar_mass_g_mol": 936.26, "elements": ["O", "H", "H", "C", "Se", "H", "Se", "Ti", "H", "O", "H", "O", "C", "C", "H", "C", "C", "C", "O", "O", "C", "H", "Te", "C", "C", "C", "C", "C", "C", "Br", "C", "H", "C", "O", "H", "C", "C", "C", "C", "H", "N", "Te", "S", "H", "N"], "positions_angstrom": [[-1.6992, -0.5293, 0.1672], [4.1726, -2.2976, -0.9843], [-0.7385, -0.9292, 5.7619], [0.1812, -6.5267, 0.1048], [-0.7433, 2.4950, 0.2130], [-2.4889, -1.4360, 4.0174], [-0.7399, 0.2027, -2.3897], [0.3732, 0.1072, -0.0324], [6.0409, 2.0020, 0.5352], [2.9577, 1.1880, 3.0044], [7.3848, -0.0702, 0.7809], [0.8586, -2.9561, 2.1399], [0.6113, -2.8905, 0.9419], [-0.1532, -6.4345, -1.2360], [1.4228, 0.1402, 5.0144], [5.6483, 1.0533, 0.1866], [-1.5471, -0.9645, 3.7749], [6.3998, -0.1073, 0.3292], [-3.2939, -1.4475, 1.4642], [0.5669, -1.8434, 0.2157], [4.5973, -1.3544, -0.6614], [-0.0589, -3.2162, -1.7061], [0.9338, 3.5202, -1.2848], [0.4330, -5.3821, 0.8343], [0.6219, -0.0915, 4.3267], [-2.2066, -0.9152, 1.2724], [4.3864, 1.0154, -0.3825], [0.0059, -4.1603, -1.1769], [5.8651, -1.3145, -0.1011], [0.2865, -8.2431, 0.9209], [0.7902, 0.1932, 2.9849], [6.4297, -2.2345, 0.0086], [3.8364, -0.1923, -0.8155], [1.8790, 0.8838, 1.0577], [0.6915, -5.3980, 1.8841], [2.0106, 0.8108, 2.3396], [0.3423, -4.1669, 0.1739], [-0.5717, -0.6810, 4.7203], [-1.2892, -0.6466, 2.4533], [3.8025, 1.9206, -0.4853], [-0.2401, -5.2714, -1.8690], [0.2838, 2.1354, -3.5894], [2.2823, -0.2892, -1.6436], [-0.3548, -7.3321, -1.8113], [-0.1514, -0.0750, 2.0984]]}

=====

(4)
{"formula": "C2HBrClFO", "method": "ωB97M-V/def2-TZVPD", "e_lumo_ev": -0.70, "total_energy_ha": -3286.041626, "e_above_lowest_kj_mol": 124.7, "e_homo_ev": -9.4006, "molar_mass_g_mol": 175.38, "elements": ["Cl", "Br", "H", "C", "F", "C", "O"], "positions_angstrom": [[-0.5115, 0.5562, 0.4322], [3.8859, 1.9851, -1.3784], [0.3410, 0.3685, -0.4068], [2.5912, 1.2702, 0.8089], [1.4940, 2.9691, -0.4393], [2.4250, 2.0614, -0.1892], [2.7504, 0.3376, 1.5168]]}

=====

(5)
{"formula": "C68H58Br3INO4S2Y", "method": "ωB97M-V/def2-TZVPD", "e_lumo_ev": -0.06, "total_energy_ha": -11836.421699, "e_above_lowest_kj_mol": 85.9, "e_homo_ev": -7.2983, "molar_mass_g_mol": 1472.87, "elements": ["H", "H", "C", "C", "H", "H", "C", "C", "O", "H", "C", "C", "H", "C", "C", "H", "H", "H", "H", "C", "C", "C", "C", "H", "C", "C", "C", "C", "H", "C", "C", "H", "H", "Br", "C", "C", "H", "C", "H", "H", "H", "H", "H", "S", "H", "C", "H", "C", "H", "H", "H", "C", "H", "H", "C", "C", "C", "C", "C", "H", "H", "C", "H", "C", "C", "C", "H", "H", "H", "H", "C", "C", "H", "H", "H", "H", "S", "H", "C", "Br", "C", "Y", "C", "C", "H", "C", "H", "H", "C", "C", "C", "H", "C", "H", "C", "H", "C", "Br", "H", "C", "C", "H", "C", "H", "C", "C", "C", "C", "C", "C", "C", "C", "H", "C", "H", "H", "C", "H", "C", "O", "O", "C", "H", "C", "O", "C", "C", "C", "C", "N", "H", "H", "I", "H", "C", "H", "H", "C"], "positions_angstrom": [[3.4241, -9.7623, -1.7264], [3.5039, -1.9125, -2.4959], [-3.9050, 5.4559, 0.4845], [2.2732, -6.9794, -0.0251], [1.0526, 6.2238, -0.8247], [-1.5443, 5.5935, -1.9396], [-3.6697, -3.3534, -1.5623], [1.4180, 4.4132, -1.9517], [0.3866, -0.2857, -0.6429], [-7.0404, -3.7292, -1.5361], [-4.8609, 1.3337, 0.0704], [1.7638, 6.6573, -2.7820], [2.2994, -3.1801, -2.7666], [2.7897, -2.5765, -1.9992], [-4.3006, 1.0799, 1.3462], [-2.0521, 4.3717, 2.5044], [2.1239, -8.6548, -2.1974], [3.9860, -8.2946, 1.6773], [-4.6748, 1.0466, -2.0282], [-4.2638, 0.8309, -1.0489], [-6.0327, -3.5786, -1.1741], [2.6350, -4.5785, -0.4508], [4.9344, 1.1409, 4.0295], [2.1745, 2.0981, -4.3542], [-4.0018, 7.5810, -0.6633], [-4.4760, 6.7076, 0.3121], [-4.8660, 1.6450, 2.5169], [-4.2204, -3.0303, 2.0716], [-5.3105, 7.0067, 0.9359], [1.8435, 3.8892, -3.1951], [-2.7244, -3.4942, -3.7660], [-4.7410, 9.4568, 0.0908], [-5.7530, 1.9463, 0.0009], [-6.8050, -4.0142, -4.2617], [4.0236, 0.6608, 1.7317], [3.8095, 1.1166, 3.0327], [1.4183, 0.5661, -2.5579], [-5.0932, -3.7367, -3.4905], [3.9688, -6.1379, -0.9877], [0.4051, -7.4492, 0.9504], [0.4925, 1.8145, 2.7733], [4.5382, -9.5299, 0.5336], [2.0344, -1.9670, -1.5124], [0.3699, 1.0604, 0.0567], [-6.5844, -3.4322, 0.8763], [2.9935, 0.6284, 0.8096], [4.8794, -7.8232, 0.2303], [-2.9406, 7.1710, -1.4680], [-2.7333, 0.4242, 4.8383], [2.5563, 4.3777, -5.1709], [5.8989, 1.2480, 3.5342], [0.6084, 4.0256, 0.4205], [5.3552, -3.1926, -2.1041], [3.1605, 0.2709, -0.1995], [1.0554, -6.6799, 0.5601], [-5.7818, -3.4135, 0.1509], [4.1338, -8.5182, 0.6191], [-1.0202, 4.4274, 2.1781], [4.7714, -4.0230, -1.7025], [-2.6807, -0.3395, -1.8714], [4.6272, -1.7792, -0.1601], [-4.9588, -3.5616, -2.0924], [4.4113, 5.6446, 3.7784], [-4.3081, 1.4326, 3.7443], [-2.5147, -3.3114, -2.4126], [-2.5316, -0.3204, 0.2719], [-3.1711, -3.1625, 2.3221], [2.2517, -10.4354, 0.3079], [3.1600, -2.2096, 0.7427], [-4.8096, -3.7496, 2.6419], [1.8336, -9.4336, 0.4221], [-4.6451, 8.9268, -0.8575], [2.3532, 1.8891, 4.4052], [3.7841, -8.0705, -2.0769], [4.9589, 0.2119, 4.6031], [2.0506, 5.6755, 4.4822], [-2.1000, 3.4569, -0.1241], [-4.7420, 1.8718, 4.6334], [2.8093, -8.4045, -0.1484], [-1.2386, -3.4408, -4.9274], [0.6581, -5.3586, 0.6373], [-0.9508, -2.1317, -0.0540], [3.0230, -5.9084, -0.5175], [1.6415, 4.4720, 1.3116], [-5.6477, 8.8201, -1.2757], [1.3859, 5.8199, -1.7729], [-0.3051, 5.1743, 4.0337], [-4.1100, -3.8390, -5.3738], [-4.4564, -3.2107, 0.6034], [-3.1397, 0.2578, 1.4290], [3.9763, 4.8649, 1.8086], [1.7332, 7.7292, -2.6343], [-0.0536, 4.8646, 3.0262], [5.4223, -4.5816, -1.0267], [3.6343, 5.3171, 3.0996], [4.8150, 1.9626, 4.7358], [-2.6305, 0.0522, 2.7407], [-1.0476, -4.9561, 1.3963], [-4.0637, 9.5477, -1.5376], [-2.8368, 5.0825, -0.3151], [3.0504, -8.7403, -1.6266], [4.6156, -3.2116, 0.8815], [1.7314, 1.0493, 1.1994], [2.4925, 6.8101, -4.8134], [1.4541, 1.6372, -2.4082], [4.0121, -2.6123, 0.1956], [3.5370, -3.4644, -0.9897], [1.3031, 4.9085, 2.6121], [2.5323, 1.5290, 3.3991], [1.3989, -4.2683, 0.1730], [1.4880, 1.4916, 2.4894], [1.8568, 2.4874, -3.3946], [3.2830, 4.1046, -0.0494], [-4.0021, -3.7052, -4.3069], [5.0123, 0.3272, 1.4392], [4.4951, -4.6727, -2.5356], [1.0434, 2.1732, -1.1740], [-4.2920, 4.7705, 1.2298], [2.3262, 5.3369, 3.4903], [-1.3388, -3.0970, -1.8889], [0.9519, -3.0376, 0.3290], [-0.6891, 4.0347, 0.8571], [1.6513, -9.2686, 1.4859], [3.0078, 4.4559, 0.9363], [-1.6273, 3.0604, -1.4717], [2.1952, 6.1347, -4.0218], [-2.3559, 5.9259, -1.3027], [2.2330, 4.7861, -4.2211], [-3.1053, 0.0281, -0.9356], [-3.4387, -3.1683, -0.2252], [0.8752, -9.4106, -0.1003], [-5.7577, 2.2548, 2.4183], [-0.9843, -1.2407, 2.9889], [5.0158, 4.8389, 1.5076], [-3.1638, 0.6136, 3.8641], [-2.5695, 7.8370, -2.2381], [-4.5229, -2.0278, 2.3837], [1.0117, 3.5178, -0.9260]]}

=====

(6)
{"formula": "CHCl3N2", "method": "ωB97M-V/def2-TZVPD", "e_lumo_ev": [-0.56, -0.56], "total_energy_ha": -1528.625777, "smiles": "Cl/N=C(\\Cl)NCl", "e_above_lowest_kj_mol": 151.6, "e_homo_ev": [-8.5483, -8.5545], "molar_mass_g_mol": 147.39, "elements": ["N", "Cl", "C", "H", "N", "Cl", "Cl"], "positions_angstrom": [[1.2961, -0.8369, 0.0082], [-1.5273, -1.7420, 0.1021], [0.0773, 0.3096, -0.1337], [-1.8823, 0.4723, 0.1985], [-1.2123, -0.0759, -0.2556], [0.4223, 1.9573, 0.1225], [2.8262, -0.0843, -0.0419]]}